(1)
{"formula": "C36H39MnN11O2P", "method": "wB97M-V/def2-TZVPD", "s2": 1.013, "spin_multiplicity": 2, "charge": 1, "relative_energy_kcal_mol": 7.9, "orbital_gap_ev": [8.38, 8.14], "elements": ["Mn", "N", "P", "C", "C", "C", "C", "C", "C", "C", "C", "C", "C", "C", "C", "C", "C", "C", "C", "C", "N", "H", "H", "H", "H", "H", "H", "H", "H", "H", "H", "H", "H", "H", "H", "H", "O", "N", "N", "O", "C", "C", "C", "C", "C", "C", "H", "H", "H", "H", "H", "N", "C", "C", "N", "H", "H", "H", "H", "H", "H", "H", "H", "C", "C", "N", "C", "C", "N", "C", "N", "N", "N", "C", "C", "C", "C", "C", "C", "H", "H", "H", "H", "H", "H", "H", "H", "H", "H", "H"], "coordinates": [[-0.866, 0.191, -0.912], [-1.106, -2.378, -2.831], [-0.099, -2.391, -1.411], [1.366, -3.265, -2.023], [1.351, -4.613, -2.381], [2.480, -5.195, -2.933], [3.633, -4.438, -3.121], [3.658, -3.101, -2.756], [2.526, -2.513, -2.204], [-0.934, -3.634, -0.389], [-2.049, -4.371, -0.778], [-2.619, -5.295, 0.092], [-2.075, -5.488, 1.352], [-0.964, -4.753, 1.749], [-0.399, -3.829, 0.886], [-1.049, -1.250, -3.643], [-1.365, -1.350, -5.005], [-1.290, -0.228, -5.790], [-0.883, 0.982, -5.225], [-0.596, 0.993, -3.884], [-0.691, -0.088, -3.086], [-1.158, -3.237, -3.365], [0.465, -5.216, -2.210], [2.469, -6.242, -3.207], [4.515, -4.898, -3.548], [4.558, -2.516, -2.895], [2.539, -1.467, -1.914], [-2.489, -4.225, -1.758], [-3.483, -5.867, -0.221], [-2.517, -6.210, 2.027], [-0.543, -4.894, 2.736], [0.459, -3.248, 1.209], [-1.651, -2.308, -5.421], [-1.525, -0.290, -6.845], [-0.786, 1.882, -5.814], [-0.263, 1.901, -3.396], [1.088, 0.499, -0.659], [1.524, 0.334, 0.531], [0.649, -0.113, 1.332], [-0.595, -0.367, 0.970], [1.022, -0.322, 2.707], [0.157, 0.114, 3.695], [0.511, -0.081, 5.021], [1.713, -0.703, 5.342], [2.564, -1.133, 4.334], [2.218, -0.949, 3.002], [-0.773, 0.591, 3.417], [-0.153, 0.255, 5.808], [1.983, -0.855, 6.379], [3.497, -1.621, 4.582], [2.871, -1.268, 2.200], [-2.711, -0.974, -0.513], [-4.007, -0.289, -0.614], [-4.047, 0.476, -1.921], [-2.905, 1.388, -1.924], [-2.703, -1.735, -1.185], [-2.570, -1.388, 0.402], [-4.097, 0.408, 0.223], [-4.851, -0.981, -0.557], [-5.013, 0.974, -2.038], [-3.933, -0.218, -2.759], [-3.060, 2.144, -1.267], [-2.780, 1.812, -2.836], [0.588, 3.529, -1.100], [-0.426, 3.220, -0.054], [-1.030, 2.064, 0.124], [-1.863, 2.210, 1.216], [-1.744, 3.466, 1.710], [-0.818, 4.099, 0.907], [-0.263, 5.421, 1.145], [1.129, 5.335, 1.492], [2.038, 6.027, 0.752], [3.210, 5.790, 1.196], [3.102, 4.909, 2.261], [4.097, 4.335, 3.058], [3.690, 3.454, 4.030], [2.323, 3.144, 4.214], [1.334, 3.709, 3.443], [1.763, 4.610, 2.458], [0.856, 2.604, -1.602], [1.495, 3.949, -0.666], [0.207, 4.252, -1.826], [-2.445, 1.386, 1.591], [-2.203, 3.960, 2.550], [-0.847, 5.876, 1.943], [-0.318, 6.047, 0.258], [5.140, 4.578, 2.903], [4.425, 2.983, 4.668], [2.048, 2.432, 4.983], [0.292, 3.458, 3.591]], "lowdin_charge": [0.547, -0.113, 1.078, -0.344, -0.084, -0.071, -0.070, -0.070, -0.087, -0.379, -0.107, -0.073, -0.072, -0.064, -0.090, -0.367, -0.005, -0.047, -0.054, -0.132, 0.032, 0.102, 0.106, 0.109, 0.109, 0.109, 0.093, 0.095, 0.108, 0.109, 0.110, 0.103, 0.118, 0.118, 0.111, 0.102, -0.247, 0.041, -0.194, -0.227, -0.185, -0.018, -0.078, -0.080, -0.065, -0.014, 0.106, 0.110, 0.109, 0.110, 0.116, -0.012, -0.219, -0.237, -0.004, 0.052, 0.093, 0.107, 0.120, 0.116, 0.116, 0.077, 0.077, 0.022, -0.300, 0.026, -0.119, -0.050, -0.009, -0.056, -0.072, 0.051, 0.084, -0.226, -0.003, -0.069, -0.069, -0.004, -0.167, 0.053, 0.079, 0.097, 0.102, 0.126, 0.143, 0.141, 0.119, 0.106, 0.097, 0.096]}

(2)
{"formula": "C34H41IrP2S2Sb", "method": "wB97M-V/def2-TZVPD", "s2": 0.771, "spin_multiplicity": 2, "charge": 2, "relative_energy_kcal_mol": 7.2, "orbital_gap_ev": [6.42, 5.99], "elements": ["Ir", "S", "P", "C", "P", "S", "C", "C", "C", "C", "C", "C", "C", "C", "C", "C", "C", "C", "C", "C", "C", "C", "C", "C", "C", "C", "C", "C", "C", "C", "H", "H", "H", "H", "H", "H", "H", "H", "H", "H", "H", "H", "H", "H", "H", "H", "H", "H", "H", "H", "C", "C", "C", "Sb", "C", "C", "C", "C", "C", "C", "H", "H", "H", "H", "H", "H", "H", "H", "H", "H", "H", "H", "H", "H", "H", "H", "H", "H", "H", "H", "H"], "coordinates": [[-1.335, 0.032, -0.260], [-1.989, -1.440, -1.991], [0.021, -1.497, -2.193], [0.484, -0.697, -0.694], [0.723, -1.516, 0.853], [-1.217, -1.477, 1.472], [1.722, -0.408, 1.849], [2.697, 0.383, 1.240], [3.461, 1.249, 2.010], [3.241, 1.334, 3.377], [2.270, 0.547, 3.985], [1.510, -0.328, 3.225], [1.430, -3.141, 0.959], [0.620, -4.276, 0.896], [1.197, -5.528, 1.033], [2.568, -5.645, 1.225], [3.375, -4.514, 1.278], [2.811, -3.258, 1.147], [0.671, -3.131, -2.449], [-0.169, -4.234, -2.568], [0.387, -5.488, -2.777], [1.764, -5.632, -2.846], [2.602, -4.527, -2.722], [2.060, -3.270, -2.528], [0.499, -0.466, -3.570], [1.175, 0.735, -3.374], [1.501, 1.522, -4.471], [1.152, 1.108, -5.747], [0.476, -0.093, -5.941], [0.147, -0.884, -4.855], [2.868, 0.314, 0.172], [4.223, 1.857, 1.541], [3.837, 2.011, 3.976], [2.108, 0.612, 5.053], [0.764, -0.952, 3.703], [-0.449, -4.182, 0.753], [0.576, -6.412, 1.000], [3.011, -6.625, 1.341], [4.440, -4.613, 1.438], [3.435, -2.375, 1.209], [-1.243, -4.114, -2.507], [-0.256, -6.351, -2.886], [2.193, -6.614, -3.000], [3.675, -4.649, -2.790], [2.707, -2.402, -2.455], [1.453, 1.047, -2.374], [2.028, 2.456, -4.328], [1.407, 1.722, -6.600], [0.208, -0.410, -6.939], [-0.376, -1.821, -5.006], [0.469, 3.292, 1.627], [-0.806, 3.020, 2.422], [-1.347, 4.261, 3.127], [-2.226, 2.131, 1.087], [-4.074, 1.753, 2.116], [-4.750, 3.064, 2.506], [-3.810, 0.829, 3.300], [-2.638, 3.374, -0.606], [-2.538, 4.871, -0.334], [-1.714, 2.912, -1.739], [1.244, 3.660, 2.303], [0.312, 4.059, 0.865], [0.852, 2.392, 1.145], [-0.627, 2.220, 3.145], [-1.735, 5.003, 2.430], [-0.532, 4.733, 3.681], [-2.126, 4.018, 3.847], [-4.674, 1.242, 1.359], [-4.190, 3.600, 3.270], [-5.736, 2.842, 2.922], [-4.902, 3.729, 1.655], [-3.223, 1.331, 4.072], [-3.288, -0.084, 3.012], [-4.759, 0.535, 3.752], [-3.672, 3.109, -0.845], [-1.521, 5.167, -0.073], [-3.210, 5.193, 0.461], [-2.815, 5.425, -1.234], [-0.688, 3.247, -1.579], [-2.052, 3.306, -2.700], [-1.691, 1.810, -1.860]], "lowdin_charge": [0.487, 0.427, 0.489, -0.586, 0.558, 0.400, -0.380, -0.104, -0.061, -0.050, -0.050, -0.082, -0.351, -0.089, -0.049, -0.038, -0.046, -0.063, -0.366, -0.087, -0.050, -0.041, -0.047, -0.071, -0.368, -0.089, -0.056, -0.044, -0.045, -0.072, 0.106, 0.120, 0.120, 0.119, 0.106, 0.093, 0.120, 0.121, 0.119, 0.110, 0.087, 0.120, 0.120, 0.119, 0.121, 0.089, 0.115, 0.119, 0.120, 0.118, -0.137, -0.527, -0.111, 1.496, -0.544, -0.118, -0.137, -0.546, -0.122, -0.158, 0.090, 0.072, 0.044, 0.082, 0.070, 0.094, 0.067, 0.089, 0.066, 0.096, 0.072, 0.083, 0.028, 0.095, 0.095, 0.070, 0.071, 0.094, 0.082, 0.099, 0.006]}

(3)
{"formula": "C5H6Si", "method": "wB97M-V/def2-TZVPD", "charge": 0, "relative_energy_kcal_mol": 69.5, "orbital_gap_ev": 8.00, "elements": ["C", "C", "C", "C", "C", "Si", "H", "H", "H", "H", "H", "H"], "coordinates": [[1.560, -3.380, 1.890], [1.863, 1.446, 1.269], [1.286, -2.387, 1.219], [1.291, 0.422, 0.949], [-2.233, 1.401, -1.859], [0.768, -1.063, -0.097], [1.563, -4.232, 2.516], [2.440, 2.256, 1.664], [-2.144, 2.283, -1.336], [-1.127, 1.066, -1.854], [-2.441, 1.604, -2.937], [-2.827, 0.584, -1.424]], "lowdin_charge": [0.002, 0.009, -0.360, -0.380, -0.057, 0.724, 0.007, 0.021, -0.029, 0.012, 0.029, 0.022]}

(4)
{"formula": "C2HFFeO", "method": "wB97M-V/def2-TZVPD", "s2": 6.018, "spin_multiplicity": 5, "charge": 0, "relative_energy_kcal_mol": 80.6, "orbital_gap_ev": [6.55, 6.52], "elements": ["H", "O", "C", "C", "F", "Fe"], "coordinates": [[-1.605, -0.546, 1.674], [-1.405, -0.373, 0.720], [-0.279, 0.575, 0.882], [0.546, 0.344, -0.158], [1.724, 1.074, -0.236], [-0.565, -1.170, -0.855]], "lowdin_charge": [0.109, -0.320, -0.172, -0.419, -0.095, 0.895]}